Computed, not measured: a cluster of 2 separate species, H2S in total at a distorted geometry, with ωB97M-V with the def2-TZVPD basis set.

- relative energy (zero: lowest compared OMol25 entry of this formula, charge and spin) (kJ/mol) = 357.8
- HOMO-LUMO gap (spin up / spin down) (eV) = 7.512 / 7.515
- E_LUMO (spin up / spin down) (eV) = -2.39 / -2.39

```
3
H2S | OMol25 | ωB97M-V with the def2-TZVPD basis set
S -1.37 -0.08 0.00
H -0.46 0.82 -0.02
H 0.80 -0.82 -0.02
```

Computed, not measured: a cluster of 15 separate species, H30N2O16 in total at a distorted geometry, with ωB97M-V with the def2-TZVPD basis set.

- HOMO-LUMO gap (eV) = 7.041
- E_LUMO (eV) = -0.71

```
48
H30N2O16 | OMol25 | ωB97M-V with the def2-TZVPD basis set
H 7.40 -9.64 9.26
H 13.30 -9.02 4.64
O 8.79 -6.85 10.31
H 10.33 -8.23 8.10
O 13.64 -5.92 8.20
O 8.78 -5.74 5.92
H 9.14 -4.52 7.13
H 10.30 -4.51 9.21
O 13.95 -7.42 9.67
O 9.04 -11.30 7.41
O 9.11 -3.99 7.95
H 10.89 -10.26 4.91
O 8.36 -9.53 9.38
H 8.40 -9.58 10.35
H 9.26 -7.60 10.58
H 9.55 -10.84 6.75
H 10.02 -6.71 8.14
O 8.26 -8.41 6.55
H 12.25 -8.35 10.50
H 9.91 -7.87 3.10
N 14.06 -7.02 8.54
O 11.35 -8.68 10.59
O 10.70 -9.84 5.75
O 14.47 -7.74 7.66
H 11.39 -10.16 6.33
H 13.04 -10.34 8.66
H 11.67 -4.23 9.00
H 7.65 -8.43 7.28
H 9.24 -5.55 5.10
H 11.36 -9.62 10.63
O 11.11 -4.82 9.52
H 9.36 -3.12 7.63
H 10.40 -8.16 4.50
O 9.95 -7.50 4.00
H 7.92 -7.11 10.13
H 13.53 -8.17 5.85
H 11.50 -4.79 5.11
H 11.16 -7.29 7.07
H 8.82 -10.65 8.13
O 11.68 -4.88 6.07
H 11.58 -7.14 8.67
O 13.63 -8.18 4.92
O 12.32 -10.23 7.96
H 12.03 -11.13 7.83
H 11.60 -3.99 6.35
H 8.21 -9.19 6.02
N 10.82 -7.33 7.97
H 8.53 -6.65 5.92
```

Computed, not measured: a cluster of 15 separate species, H30O15 in total at a distorted geometry, with ωB97M-V with the def2-TZVPD basis set.

- charge = -1
- relative energy (zero: lowest compared OMol25 entry of this formula, charge and spin) (kJ/mol) = 203.6
- multiplicity = 2
- expectation value of S² = 0.7508
- HOMO-LUMO gap (spin up / spin down) (eV) = 2.395 / 9.963
- E_LUMO (spin up / spin down) (eV) = 2.38 / 2.30

```
45
H30O15 | OMol25 | ωB97M-V with the def2-TZVPD basis set
H -0.81 2.94 0.72
H -2.87 -1.76 -3.15
H 2.03 3.87 -1.17
O 0.34 1.86 4.35
H -1.86 -0.18 3.50
O 0.55 -2.48 -3.27
O -2.01 -1.60 -3.10
O 3.34 -1.82 2.03
H -1.95 0.43 -3.43
O 0.73 -0.05 1.06
H 4.76 0.46 0.48
H 0.86 2.23 3.62
O -2.02 1.03 -1.19
H 2.54 -2.23 2.45
O -0.56 2.83 1.64
H -2.55 -0.33 2.13
H 2.75 -1.48 1.28
H -0.59 1.96 4.20
H -4.08 -1.12 -0.51
H 1.12 -3.24 -3.39
O -1.60 1.32 -3.56
H -0.02 0.32 1.65
H -0.57 -1.27 0.22
H 1.25 2.61 -1.13
H 3.15 -0.08 -1.46
H -0.50 -1.67 -1.32
H -2.33 0.14 -1.44
H 0.19 0.00 4.48
O -0.34 -0.74 4.08
H 2.56 -0.61 -2.94
O -0.94 -1.88 -0.50
H -1.40 1.36 -1.97
H 1.24 -1.74 -3.32
H 3.45 -0.26 0.29
H -2.65 -1.46 -0.48
H 0.35 -1.32 4.08
O -2.26 0.28 2.79
H -1.34 2.30 1.95
O 1.08 3.58 -1.23
H -2.34 1.68 -3.94
H -1.32 -2.23 -3.48
O -3.44 -1.80 -0.12
O 4.28 -0.25 -0.14
O 2.36 -0.15 -2.11
H 1.40 0.58 1.33
```

Computed, not measured: a cluster of 15 separate species, H30O15 in total at a distorted geometry, with ωB97M-V with the def2-TZVPD basis set.

- relative energy (zero: lowest compared OMol25 entry of this formula, charge and spin) (kJ/mol) = 234.2
- HOMO-LUMO gap (eV) = 8.410
- E_LUMO (eV) = -0.70

```
45
H30O15 | OMol25 | ωB97M-V with the def2-TZVPD basis set
H -0.26 4.44 -1.60
H -1.35 1.57 -0.28
H 0.80 0.22 -2.49
H -0.27 -3.09 1.40
O 0.62 1.06 -2.85
H -3.22 -1.13 1.73
H -2.29 0.31 -2.00
H 1.17 -1.55 -1.66
O 2.14 1.41 1.78
H -0.22 -0.74 -0.59
O 0.54 -0.48 -0.10
H 2.09 1.61 -0.20
O -0.33 -3.18 -0.31
O -2.45 -0.79 1.26
H 0.37 0.44 0.14
O 2.25 1.98 -1.05
H -2.58 1.83 -2.31
H 1.13 0.41 2.93
H 1.51 1.72 -1.60
H -2.83 -0.02 0.89
H 0.20 -1.97 2.33
H -2.07 -1.95 -2.64
O 0.60 -0.17 3.45
H 1.61 -2.20 -3.03
H -0.68 0.88 2.84
H -2.18 1.14 2.81
O 2.55 -2.06 1.08
H 1.71 -1.83 0.63
O -1.34 1.55 2.76
O -0.13 -2.85 2.32
O 1.68 -1.43 -2.42
O -1.95 1.24 -1.96
H -0.27 3.04 -1.12
O -0.60 2.05 0.19
H -0.35 1.04 -2.68
O -0.11 3.55 -1.97
H 2.27 2.33 2.05
H -0.85 -2.84 -1.01
H 1.13 -0.33 4.22
H 2.99 0.98 1.95
O -1.34 -1.49 -2.28
H -0.14 -4.09 -0.67
H -0.78 2.14 1.13
H 2.40 -1.81 1.95
H -1.19 -0.90 -3.01
```

Computed, not measured: a structure of composition H30O15 at a distorted geometry, with ωB97M-V with the def2-TZVPD basis set.

- relative energy (zero: lowest compared OMol25 entry of this formula, charge and spin) (kJ/mol) = 1173.8
- HOMO-LUMO gap (eV) = 7.107
- E_LUMO (eV) = -0.94

```
45
H30O15 | OMol25 | ωB97M-V with the def2-TZVPD basis set
H 2.17 -1.59 -1.04
H 3.61 -1.58 -1.33
O -2.30 -4.63 -0.47
O 1.16 -3.74 -3.40
H -3.57 -0.59 -0.88
O -3.41 0.17 -1.38
O -2.74 2.75 1.08
H -3.66 0.29 1.41
H 1.12 -0.71 0.74
O 1.54 2.31 -2.59
H -1.48 -4.09 -0.50
H 0.91 3.57 2.44
H 1.26 0.10 2.71
H -2.35 3.66 1.16
O 2.12 -0.12 2.71
H -1.20 -2.60 0.45
H 0.18 4.74 1.71
O 2.65 -1.72 2.95
H -1.72 2.43 3.19
H -2.82 -4.40 -1.21
O -0.18 1.29 -2.78
O 0.78 -0.20 0.07
H 1.00 -4.49 -2.82
H -2.88 1.53 3.64
H -0.78 0.48 -2.72
H -3.14 -0.15 2.76
H 2.16 3.02 -2.54
H 3.64 0.37 -1.96
H -1.64 -1.22 0.04
H 2.33 -0.45 1.82
H 0.27 1.25 -1.96
H -0.13 0.07 0.32
O 1.07 4.37 1.78
H -2.10 2.12 1.33
H 1.80 -1.68 3.39
H -2.85 -0.07 -2.14
O 2.84 -2.15 -1.24
O -2.67 2.40 3.25
H 2.53 -2.36 2.21
H 0.38 -3.11 -3.30
H 3.29 1.52 -2.91
O -2.99 0.44 2.07
O -1.12 -1.64 0.73
H 0.82 2.78 -3.12
O 3.59 0.64 -2.89
```

Computed, not measured: a cluster of 15 separate species, H30O15 in total at a distorted geometry, with ωB97M-V with the def2-TZVPD basis set.

- relative energy (zero: lowest compared OMol25 entry of this formula, charge and spin) (kJ/mol) = 161.7
- HOMO-LUMO gap (eV) = 9.850
- E_LUMO (eV) = 0.03

```
45
H30O15 | OMol25 | ωB97M-V with the def2-TZVPD basis set
H -1.72 2.88 2.91
H -1.40 -3.03 -1.93
H 0.34 -0.31 -0.31
H -0.80 -3.60 -0.65
H -0.55 2.56 1.98
H 3.61 -1.31 1.69
H 1.42 -0.87 -2.29
H 1.22 -3.00 1.79
H 0.24 1.22 -2.78
O -1.07 2.23 2.66
O -2.59 1.49 -0.93
H 1.08 -3.03 -1.31
H -2.54 0.73 2.35
O 1.92 -3.38 -1.66
H 2.50 -3.61 -0.92
H -1.79 1.13 -1.25
H 1.51 3.98 -2.75
O 0.80 -2.58 1.09
O -0.62 0.80 -2.72
O -3.07 0.37 1.67
H 2.44 0.57 1.08
O 0.63 3.62 -2.62
O -0.31 0.12 0.25
H 0.05 3.67 0.43
H 0.05 -2.20 1.54
H -0.08 1.03 0.08
H 1.04 2.64 0.31
O -0.20 -0.65 2.84
H 2.48 -1.05 -1.26
H 2.12 -1.70 1.06
H -3.41 -2.12 0.24
O 1.82 -0.42 -1.54
H 2.76 1.87 1.74
O 2.42 1.51 0.93
O 0.13 2.76 0.17
H 0.49 3.33 -1.75
O -3.30 -1.65 -0.59
H -0.60 0.17 -3.40
H -3.11 1.26 -1.72
O 2.93 -1.12 1.03
O -0.75 -2.85 -1.27
H -2.62 0.45 0.85
H -2.43 -1.46 -0.57
H -0.77 -0.32 3.46
H -0.30 -0.14 2.08
```

Computed, not measured: a cluster of 15 separate species, H31O15 in total at a distorted geometry, with ωB97M-V with the def2-TZVPD basis set.

- charge = +1
- relative energy (zero: lowest compared OMol25 entry of this formula, charge and spin) (kJ/mol) = 241.5
- HOMO-LUMO gap (eV) = 10.701
- E_LUMO (eV) = -2.66

```
46
H31O15 | OMol25 | ωB97M-V with the def2-TZVPD basis set
H -1.41 1.25 -1.36
O 1.68 -2.69 -2.49
H 0.50 -0.12 -4.37
H -0.33 3.95 1.19
H -0.66 -0.68 3.29
O 2.34 -3.32 0.70
H -0.01 0.92 -1.08
H 2.25 3.05 0.06
H -0.25 0.52 -2.54
H -0.96 2.45 1.69
H 3.47 -1.05 1.17
O -1.58 -0.76 -0.48
H -2.48 1.30 4.12
H 0.09 -3.87 1.46
O -3.84 -1.40 -0.05
O 0.22 -0.55 -3.53
H -2.09 -1.54 -0.70
H 2.59 -2.56 -2.17
H 1.76 -3.63 -2.69
O -0.37 -0.73 2.37
O 1.38 0.06 -0.83
H -1.01 3.61 -1.80
H -4.77 -1.11 -0.21
H -1.05 1.00 3.81
O -0.50 1.29 -1.92
O -2.70 1.46 -0.85
H 4.77 -0.16 1.21
H 1.95 -2.77 0.00
O -1.82 1.44 3.43
H 2.13 0.59 -0.51
O 2.90 2.79 -0.59
O -0.10 -3.40 2.29
H 0.99 -1.05 -3.19
H -1.55 -0.89 0.48
O 3.82 -0.17 1.33
H -3.98 -2.31 0.30
H -0.99 4.79 -0.58
H -3.13 0.94 -0.16
H 0.80 -3.41 2.71
O -1.42 4.17 -1.15
O -0.53 3.01 1.04
H 2.88 3.27 -1.41
H -2.56 2.38 -0.57
H 3.06 -3.83 0.30
H 0.86 -0.52 -0.24
H -0.37 -1.71 2.51
```

Computed, not measured: a cluster of 15 separate species, H31O15 in total at a distorted geometry, with ωB97M-V with the def2-TZVPD basis set.

- charge = +1
- relative energy (zero: lowest compared OMol25 entry of this formula, charge and spin) (kJ/mol) = 205.5
- HOMO-LUMO gap (eV) = 10.938
- E_LUMO (eV) = -2.75

```
46
H31O15 | OMol25 | ωB97M-V with the def2-TZVPD basis set
O -1.47 0.77 4.27
H 3.04 0.70 -1.72
H -0.68 0.00 2.67
O 2.40 -1.55 -3.41
H -3.60 -0.36 0.08
H 4.26 0.93 -2.61
H -1.34 -0.59 1.30
H -3.21 1.14 0.29
O 0.53 -0.70 -2.05
O -2.60 -0.89 -3.30
H 0.88 1.59 2.87
H -1.55 -2.36 0.31
H 3.72 1.00 0.49
H 3.10 -0.72 -3.40
O -0.65 -2.61 -0.01
O -0.76 -0.73 2.05
H 0.47 0.19 -1.67
H 3.68 2.35 -0.01
O -2.93 -2.30 -0.88
H -2.26 -1.34 -4.08
H -1.67 -0.15 4.45
O 2.72 -0.67 0.81
O -0.37 1.96 -1.70
H 3.21 -0.97 1.59
H 1.78 -0.63 1.08
H -0.30 -3.31 0.55
H -2.75 -3.15 -0.46
O 4.23 1.56 -0.12
O 1.43 -1.12 4.08
H -0.54 2.16 -0.77
H -2.23 1.29 4.53
O 1.43 1.85 2.12
H 1.85 -1.10 -4.10
H -3.02 3.54 0.40
O 3.37 0.55 -2.62
H 0.87 2.61 1.86
O -2.26 3.07 0.01
H -1.10 1.40 -2.00
H -3.40 -0.38 -3.41
H 0.93 -1.88 3.77
H 1.88 -1.21 -2.56
H 0.67 -0.53 4.17
O -3.38 0.31 0.74
H -2.22 -2.27 -1.53
H -2.09 3.78 -0.63
H -0.05 -1.22 -1.48
```